Formula: CH10NO3
Source: the OMol25 dataset
Level of theory: the ωB97M-V functional and the def2-TZVPD basis

- Kohn-Sham gap (eV) = 9.88
- max |F| (eV/Å) = 3.52

The geometry in ORCA input format:
```
! wB97M-V def2-TZVPD RIJCOSX def2/J DEFGRID3
* xyz 1 1
C 0.45 0.38 -1.77
N 1.45 0.38 -0.92
H 0.59 0.72 -2.81
H -0.66 0.02 -1.61
H 0.97 0.39 0.05
H 2.44 0.10 -1.32
H -2.34 1.82 0.14
H -2.06 0.68 1.08
O -1.70 1.18 0.31
H -1.84 -1.89 -0.93
H -1.15 -2.65 0.24
O -1.40 -1.76 -0.14
H 1.09 0.12 3.04
H 2.55 0.13 2.43
O 1.61 0.38 2.21
*
```

Now the natural (NBO) charges, all in e:
1 C 0.16
2 N -0.67
3 H 0.21
4 H 0.28
5 H 0.51
6 H 0.49
7 H 0.48
8 H 0.49
9 O -0.96
10 H 0.47
11 H 0.49
12 O -0.96
13 H 0.50
14 H 0.49
15 O -0.98

Formula: CH10NO3
Source: the OMol25 dataset
Level of theory: the ωB97M-V functional and the def2-TZVPD basis

- Kohn-Sham gap (eV) = 10.86
- max |F| (eV/Å) = 1.40

The geometry in ORCA input format:
```
! wB97M-V def2-TZVPD RIJCOSX def2/J DEFGRID3
* xyz 1 1
C -0.09 -0.29 1.36
N -0.32 -0.41 0.13
H -0.19 -1.02 2.15
H 0.02 0.71 1.75
H -0.39 0.42 -0.48
H -0.34 -1.28 -0.42
H 2.10 -2.98 -1.00
H 1.32 -2.86 -2.19
O 1.16 -3.01 -1.24
H -2.64 1.88 0.97
H -2.21 1.37 2.37
O -1.99 1.34 1.44
H 0.76 2.02 -2.29
H 1.77 2.33 -1.16
O 1.02 1.79 -1.39
*
```

Now the natural (NBO) charges, all in e:
1 C 0.16
2 N -0.57
3 H 0.23
4 H 0.23
5 H 0.46
6 H 0.46
7 H 0.48
8 H 0.48
9 O -0.95
10 H 0.50
11 H 0.49
12 O -0.98
13 H 0.49
14 H 0.50
15 O -0.98

Formula: CH10NO3
Source: the OMol25 dataset
Level of theory: the ωB97M-V functional and the def2-TZVPD basis

- Kohn-Sham gap (eV) = 9.24
- max |F| (eV/Å) = 4.70

The geometry in ORCA input format:
```
! wB97M-V def2-TZVPD RIJCOSX def2/J DEFGRID3
* xyz 1 1
C 0.68 -1.05 0.16
N 0.82 0.25 0.23
H 1.47 -1.71 0.45
H -0.22 -1.63 -0.26
H 0.01 0.93 0.26
H 1.75 0.59 0.46
H -4.77 -2.47 -1.08
H -4.10 -3.82 -1.23
O -3.94 -2.87 -1.21
H 4.17 0.84 1.38
H 3.40 2.00 0.63
O 3.48 0.94 0.61
H -0.91 2.99 1.00
H -1.05 2.99 -0.59
O -0.74 2.42 0.14
*
```

Now the natural (NBO) charges, all in e:
1 C 0.14
2 N -0.60
3 H 0.21
4 H 0.25
5 H 0.47
6 H 0.45
7 H 0.47
8 H 0.48
9 O -0.95
10 H 0.51
11 H 0.50
12 O -0.97
13 H 0.51
14 H 0.52
15 O -0.98

Formula: CH10NO4
Source: the OMol25 dataset
Level of theory: the ωB97M-V functional and the def2-TZVPD basis

- Kohn-Sham gap (eV) = 8.90
- max |F| (eV/Å) = 0.42

The geometry in ORCA input format:
```
! wB97M-V def2-TZVPD RIJCOSX def2/J DEFGRID3
* xyz -1 1
N -2.33 -0.05 1.53
C -0.94 0.16 1.11
O -0.83 0.91 -0.06
H -2.69 -0.82 0.99
H -2.85 0.75 1.18
H -0.50 -0.84 0.99
H -0.42 0.64 1.93
H 0.01 -1.01 -1.97
H -0.19 0.31 -0.84
O 0.57 -0.29 -1.65
H 2.48 -2.61 -2.11
H 1.68 -1.62 -1.23
O 2.00 -2.56 -1.28
H 0.90 1.72 0.29
H 1.54 3.10 0.36
O 1.58 2.23 0.77
*
```

Now the natural (NBO) charges, all in e:
1 N -0.87
2 C 0.09
3 O -0.87
4 H 0.33
5 H 0.35
6 H 0.13
7 H 0.13
8 H 0.43
9 H 0.50
10 O -1.15
11 H 0.45
12 H 0.52
13 O -1.00
14 H 0.51
15 H 0.45
16 O -0.98

Formula: CH10Na6O8
Source: the OMol25 dataset
Level of theory: the ωB97M-V functional and the def2-TZVPD basis

- Kohn-Sham gap (eV) = 3.20
- max |F| (eV/Å) = 7.52

The geometry in ORCA input format:
```
! wB97M-V def2-TZVPD RIJCOSX def2/J DEFGRID3
* xyz 4 1
Na 0.65 -5.42 -1.57
Na 3.96 -3.32 0.98
Na -2.86 -2.06 -2.93
Na -1.82 -3.79 1.88
Na 0.86 3.92 1.17
Na 1.33 -1.68 -4.66
C 0.52 -0.48 -0.25
O 0.80 -1.63 -0.58
O -0.72 -0.24 -0.19
O 1.38 0.31 0.20
O 4.25 0.26 -3.71
H 4.77 -0.54 -3.78
H 3.95 0.27 -2.80
O -2.14 3.83 -1.42
H -2.18 2.89 -1.25
H -2.89 4.00 -2.00
O -5.08 -1.01 1.35
H -5.27 -1.85 0.93
H -4.22 -0.76 1.00
O 4.37 -0.04 3.09
H 3.74 0.22 2.41
H 4.39 0.71 3.69
O -2.32 2.31 3.01
H -3.26 2.43 3.12
H -2.23 1.69 2.29
*
```

Now the natural (NBO) charges, all in e:
1 Na 0.73
2 Na 0.99
3 Na 0.95
4 Na 0.97
5 Na 1.00
6 Na 0.96
7 C 0.90
8 O -0.89
9 O -0.86
10 O -0.76
11 O -0.93
12 H 0.47
13 H 0.47
14 O -0.95
15 H 0.46
16 H 0.49
17 O -0.90
18 H 0.45
19 H 0.45
20 O -0.96
21 H 0.46
22 H 0.49
23 O -0.95
24 H 0.49
25 H 0.46

Formula: CH10O4
Source: the OMol25 dataset
Level of theory: the ωB97M-V functional and the def2-TZVPD basis

- structure (SMILES) = CO.O.O.O
- Kohn-Sham gap (eV) = 10.48
- max |F| (eV/Å) = 1.76

The geometry in ORCA input format:
```
! wB97M-V def2-TZVPD RIJCOSX def2/J DEFGRID3
* xyz 0 1
C 0.01 1.45 1.64
O -0.16 2.74 2.23
H 0.48 0.88 2.44
H 0.66 1.51 0.77
H -0.91 0.98 1.36
H -0.73 3.29 1.69
O -2.06 -1.70 -1.34
H -2.87 -1.43 -0.90
H -2.10 -1.36 -2.24
O 0.55 -2.84 0.15
H 1.02 -3.53 -0.35
H 0.43 -2.29 -0.64
O 1.49 0.76 -1.56
H 2.12 0.05 -1.40
H 2.05 1.50 -1.85
*
```

Now the natural (NBO) charges, all in e:
1 C -0.25
2 O -0.73
3 H 0.18
4 H 0.18
5 H 0.16
6 H 0.46
7 O -0.94
8 H 0.47
9 H 0.47
10 O -0.92
11 H 0.45
12 H 0.47
13 O -0.94
14 H 0.47
15 H 0.47

Ordered energy results: -324.2534, -324.3003, -324.2869, -399.8526, -1618.4241, -345.0160; unit hartree.
Ordered HOMO energy results: -15.14, -15.32, -13.97, -4.70, -16.36, -10.01; unit eV.
Ordered ΔE to the lowest compared entry with this formula, charge and spin results: 1.7785, 0.5035, 0.8657, 0.3448, 2.0261, 1.0696; unit eV.